[1]
This record from OMol25 describes a 7-piece molecular cluster, C12H38O7 overall in a non-equilibrium geometry. The level of theory is ωB97M-V/def2-TZVPD.

Summary:
maximum force: 3.61 eV/Å
SMILES string: CC(C)O.CC(C)O.CC(C)O.CC(C)O.O.O.O
gap between HOMO and LUMO: 10.01 eV
E_HOMO: -9.81 eV

ORCA input file:
```
! wB97M-V def2-TZVPD RIJCOSX def2/J DEFGRID3
* xyz 0 1
C 0.61 5.09 -1.83
H -1.35 4.52 -1.65
H 0.09 5.46 0.68
C 3.50 -6.74 -3.06
C 5.69 1.39 2.64
H 6.30 2.27 2.81
H 1.00 4.15 -1.44
H -0.74 1.17 -0.29
H 2.06 -7.59 -1.65
H -2.38 6.74 -1.28
H 4.66 2.10 5.02
H -0.87 7.20 -0.36
H 3.22 -5.07 -0.51
H -4.44 -0.31 0.10
H -7.55 0.69 1.55
C -7.52 -0.20 0.92
H 3.81 -7.63 -3.61
H -6.40 -1.77 -1.40
H 6.13 0.62 3.29
H -5.12 -2.52 -0.48
O -5.27 0.17 0.17
H 2.99 2.49 4.60
H 3.61 2.17 2.13
H -2.02 -0.27 3.87
H 2.89 -6.07 -3.67
H -5.72 -1.30 1.51
C -6.18 -0.80 0.66
H 3.47 -7.93 -0.06
C 4.01 2.45 4.22
H -1.60 0.49 -5.32
H 1.63 -5.89 -0.52
O -1.13 -0.56 3.66
H -0.92 7.21 -2.02
H 5.93 0.97 1.66
C -0.73 5.23 -1.10
O -0.50 4.81 0.28
O 3.55 0.43 3.20
H 4.24 3.51 4.09
O 3.89 -7.60 -0.86
H 2.15 -4.89 -1.87
H -7.90 0.05 -0.07
H -0.18 0.61 -5.82
C 2.50 -5.61 -1.12
C 2.94 -6.95 -1.69
C -1.30 6.62 -1.19
H 1.39 5.74 -1.45
H -6.80 -2.80 -0.04
O -0.71 0.20 -5.14
C -6.09 -2.04 -0.39
C 4.16 1.65 2.92
H 4.40 -6.13 -2.93
H 0.42 5.10 -2.90
H -0.42 0.03 -1.23
H -1.10 -0.58 2.71
H 2.60 0.57 3.22
H -8.29 -0.87 1.31
O -0.60 0.22 -0.31
*
```

Atom charges from the natural (NBO) analysis, given in e for atoms 1 to 6: number 1, C, carries -0.633; number 2, H, carries 0.176; number 3, H, carries 0.460; number 4, C, carries -0.626; number 5, C, carries -0.634; number 6, H, carries 0.207

[2]
This record from OMol25 describes a 6-piece molecular cluster, C12H39BO5 overall in a non-equilibrium geometry. The level of theory is ωB97M-V/def2-TZVPD.

Summary:
maximum force: 1.69 eV/Å
gap between HOMO and LUMO: 8.89 eV
E_HOMO: -8.74 eV

ORCA input file:
```
! wB97M-V def2-TZVPD RIJCOSX def2/J DEFGRID3
* xyz 0 1
H 3.34 -3.86 0.22
H -0.71 0.54 -2.73
H 0.52 2.10 1.66
H -1.58 4.64 -4.46
H 2.06 2.97 1.71
H 3.23 0.69 -0.12
H -3.39 -2.42 1.86
H -0.30 0.32 -0.88
H 1.35 -5.19 -1.65
H -0.34 -0.26 0.69
H 1.53 2.21 0.22
H -3.37 5.63 -2.29
C -3.45 4.56 -2.48
H -1.87 0.44 2.80
H 1.11 -2.55 -2.01
H -2.91 -3.41 3.22
H 4.06 -0.31 1.14
H -2.86 -1.03 3.94
H -1.66 3.83 -1.46
H -0.97 5.65 -3.21
H 2.49 1.03 2.83
C 3.53 0.62 0.93
C -2.55 -2.67 2.51
C 2.74 -3.19 -0.40
O -2.33 2.56 -2.88
H 1.83 -1.00 2.09
H -4.15 4.14 -1.76
H -0.06 -1.30 -0.54
C 1.56 2.08 1.31
C -2.08 3.90 -2.47
H -1.61 1.98 -2.57
H 0.88 -3.24 0.72
O 1.35 -0.27 1.67
O -0.52 -0.45 -0.26
H -0.15 4.21 -3.42
C 1.25 -3.48 -0.28
C 0.94 -4.92 -0.68
H 0.54 1.83 -3.35
O -1.89 -0.37 2.28
H -3.88 4.47 -3.48
H -0.96 -2.54 4.69
H 1.11 0.26 -2.39
H 4.21 1.47 1.04
C -2.10 -1.41 3.25
H -0.03 -2.00 3.41
H -0.51 -0.80 4.65
C 2.28 0.82 1.77
O 0.58 -2.61 -1.21
C -0.84 -1.65 4.06
H -1.77 -3.12 1.89
H 2.97 -2.16 -0.13
H 1.25 -5.62 0.10
C -1.17 4.60 -3.46
B 0.29 1.09 -2.50
H -0.14 -5.03 -0.70
H 3.03 -3.41 -1.43
H 0.13 1.62 -1.47
*
```

Atom charges from the natural (NBO) analysis, given in e for atoms 1 to 6: number 1, H, carries 0.219; number 2, H, carries -0.018; number 3, H, carries 0.209; number 4, H, carries 0.211; number 5, H, carries 0.217; number 6, H, carries 0.234

[3]
This record from OMol25 describes C12H39ClN10NbO7 as an isolated structure in a non-equilibrium geometry. The level of theory is ωB97M-V/def2-TZVPD.

Summary:
maximum force: 1.47 eV/Å
gap between HOMO and LUMO: 6.89 eV
E_HOMO: -4.95 eV

ORCA input file:
```
! wB97M-V def2-TZVPD RIJCOSX def2/J DEFGRID3
* xyz -1 1
H -3.35 -1.83 -0.79
H -1.65 -4.91 -0.05
H -4.09 1.75 2.57
H -0.18 0.50 4.42
H -4.49 2.94 -0.96
H -2.82 3.37 -0.60
C 0.88 2.58 -6.93
H 1.18 -1.52 -3.64
O 1.92 -1.63 6.56
H -4.10 1.29 0.72
H 1.90 4.21 -7.79
H -1.13 1.18 -3.02
H -3.23 -1.05 0.80
N 0.16 3.40 -6.11
H 1.21 -0.41 5.05
H 2.52 -3.47 8.11
N -1.05 -4.48 -0.73
H 1.95 -0.35 -0.97
C -3.06 1.39 4.28
C 3.05 -2.02 6.79
O -0.13 -6.49 -1.30
C -3.31 1.34 -0.05
H -5.11 1.65 3.97
C -3.47 2.57 -0.93
H 3.93 0.58 -1.67
C -2.91 -0.99 -0.25
H -2.40 1.01 6.16
H 0.95 0.95 1.21
N 0.62 0.83 2.15
H 0.26 4.40 -6.08
H 5.07 -1.79 6.31
O 0.75 1.38 -6.89
H 1.19 -5.13 -2.92
C -1.40 -1.11 -0.27
O -0.89 -1.45 -1.54
C 1.36 0.18 3.10
C -0.20 -5.28 -1.45
H -0.44 2.94 -5.45
H 4.09 1.70 -4.04
O -3.40 0.18 -0.86
H 0.63 0.61 -4.28
H -0.29 1.18 2.39
H -1.05 -3.49 -0.91
H -0.88 -1.12 -4.42
C 1.79 0.34 -1.80
N 4.13 -1.47 6.17
N 0.74 0.09 4.31
H -1.13 -1.89 0.46
N -3.23 1.20 5.62
H 3.52 2.70 -2.69
N -4.20 1.62 3.56
O 2.48 -0.28 2.90
Cl 1.17 1.87 -1.03
Nb -0.09 -0.35 -2.97
H 3.94 -0.78 5.46
H -0.93 -0.19 0.11
H 0.49 -3.60 -2.50
N 3.31 -3.04 7.67
H 3.33 -0.31 -3.07
C 3.15 0.57 -2.44
C 3.29 1.83 -3.30
H 2.33 2.63 -8.36
H -2.35 1.36 0.48
H 4.23 -3.39 7.85
H -4.12 1.21 6.07
H -3.17 2.29 -1.94
H 2.36 2.02 -3.84
N 1.77 3.22 -7.77
N 0.55 -4.59 -2.36
O -1.97 1.34 3.74
*
```

Atom charges from the natural (NBO) analysis, given in e for atoms 1 to 6: number 1, H, carries 0.196; number 2, H, carries 0.395; number 3, H, carries 0.414; number 4, H, carries 0.400; number 5, H, carries 0.193; number 6, H, carries 0.211

[4]
This record from OMol25 describes a 3-piece molecular cluster, C12H40BBrN7O3P3 overall in a non-equilibrium geometry. The level of theory is ωB97M-V/def2-TZVPD.

Summary:
maximum force: 6.90 eV/Å
SMILES string: CN(C)P(=O)(N(C)C)N(C)C.CN(C)P(=O)(N(C)C)N(C)C.NP(O)BBr
gap between HOMO and LUMO: 7.31 eV
E_HOMO: -7.81 eV

ORCA input file:
```
! wB97M-V def2-TZVPD RIJCOSX def2/J DEFGRID3
* xyz 0 1
C 5.26 2.97 -1.15
H -4.74 0.05 4.84
H 0.46 0.69 -4.51
H -5.06 3.21 2.53
P -5.36 0.59 1.68
N -4.03 1.36 2.41
H -5.84 -2.61 3.59
N 4.77 1.88 -0.32
N -5.34 -0.65 2.94
H 4.42 -2.11 0.07
H 5.38 3.91 -0.61
N -4.90 -0.63 0.54
C -3.53 -0.86 0.15
N 3.65 -0.16 0.42
H 4.30 -1.63 1.78
H 5.71 1.50 1.52
H 6.27 -1.43 -1.40
O 0.51 -0.11 -5.05
H -2.19 1.42 3.46
C -4.25 2.67 3.02
H 5.51 -0.35 -4.06
C -5.66 -0.22 4.30
H -3.07 0.03 -0.31
H 7.10 -0.27 -2.42
O 2.69 -0.22 -1.77
H -4.51 2.57 4.08
H 3.99 1.91 1.66
H -6.80 -0.54 -0.39
H 5.46 1.39 -3.72
C 6.34 -0.37 -1.63
C 4.91 2.11 1.11
H -5.68 -1.69 -1.11
Br -3.19 -1.79 -3.48
H 2.26 -0.61 1.95
C -5.37 -2.09 2.75
H 1.11 -3.33 -4.63
H -4.36 -2.48 2.65
C 5.00 0.42 -3.48
H -2.07 0.91 1.78
H 3.97 0.45 -3.84
C 4.52 -1.27 0.77
H -6.32 0.65 4.30
P 3.74 0.67 -1.09
H -1.68 -2.79 -5.62
H -5.47 0.05 -1.39
H 1.91 -1.38 0.39
H -2.71 -0.18 3.04
H -6.16 -0.99 4.89
N 1.34 -2.52 -4.06
H 1.71 -2.77 -3.15
P 0.05 -1.35 -3.97
O -5.61 1.66 0.61
H 6.24 2.72 -1.58
C -2.70 0.85 2.68
B -1.60 -2.15 -4.63
H 5.16 3.15 1.34
H -5.95 -2.38 1.87
H 6.76 0.16 -0.77
C -5.75 -0.70 -0.65
C 2.29 -0.47 0.86
H 5.56 -0.96 0.82
N 5.06 0.16 -2.05
H -3.46 -1.68 -0.57
H -2.92 -1.19 0.99
H -3.36 3.31 2.95
H 4.57 3.18 -1.97
H 1.61 0.35 0.63
*
```

Atom charges from the natural (NBO) analysis, given in e for atoms 1 to 6: number 1, C, carries -0.421; number 2, H, carries 0.195; number 3, H, carries 0.494; number 4, H, carries 0.226; number 5, P, carries 2.198; number 6, N, carries -0.799

[5]
This record from OMol25 describes C12H40N3OP3Pm as an isolated structure in a non-equilibrium geometry. The level of theory is ωB97M-V/def2-TZVPD.

Summary:
maximum force: 3.74 eV/Å
gap between HOMO and LUMO (alpha / beta): 8.29 / 8.52 eV
E_HOMO (alpha / beta): -10.41 / -10.52 eV

ORCA input file:
```
! wB97M-V def2-TZVPD RIJCOSX def2/J DEFGRID3
* xyz 1 5
P -0.40 -0.26 1.68
H -3.14 -1.75 2.24
H 0.12 2.50 2.20
H -0.36 -3.08 -0.03
H -1.08 -3.43 3.44
C -2.41 -2.16 1.51
H -0.61 -4.02 -3.24
H -2.93 -0.27 -2.21
H 0.61 0.16 -3.61
P 0.56 -2.34 -2.12
H -1.75 -2.84 -2.54
H -1.55 2.54 1.52
C 1.75 0.32 3.33
C 2.06 -2.74 -3.00
H 2.05 0.98 0.57
H 2.90 2.73 -2.65
C -0.80 -2.96 -3.07
H 3.34 -0.01 1.34
H 1.99 4.20 -3.13
H 2.08 -2.27 -3.99
C 0.77 3.48 -0.49
H -1.77 3.22 -2.20
H -1.09 2.88 -3.81
H -2.93 0.48 -2.21
H -3.13 0.67 2.06
H -0.70 4.42 -2.97
P 0.57 2.68 -2.07
H 0.95 4.53 -0.69
H -1.28 -1.78 4.08
Pm 0.28 0.17 -1.77
H 0.32 -2.36 3.53
H -2.57 -3.23 1.45
H -0.89 -2.44 -4.04
C 0.59 -3.20 -0.57
N -0.99 -1.85 1.96
H 2.07 -3.83 -3.10
H 1.39 -2.83 0.09
H 1.76 1.42 3.18
C -0.89 3.36 -2.83
H 1.06 0.06 4.12
O -0.73 0.11 0.25
C -0.74 -2.40 3.34
H 2.75 0.02 3.63
N 1.31 -0.36 2.08
H 2.09 0.17 -1.53
H -3.03 1.54 3.62
H -1.23 3.01 3.22
H 1.62 3.06 0.07
C -0.93 2.34 2.41
H -2.77 -0.18 3.63
H 0.76 -4.25 -0.80
H -2.56 -1.72 0.54
C -2.62 0.72 3.05
C 1.97 3.11 -3.08
H 1.86 2.69 -4.09
N -1.13 0.89 2.80
H 2.95 -2.41 -2.44
C 2.32 -0.03 0.98
H -0.13 3.36 0.13
H 2.25 -0.82 0.23
*
```

Atom charges from the Löwdin analysis, given in e for atoms 1 to 6: number 1, P, carries 0.686; number 2, H, carries 0.076; number 3, H, carries 0.053; number 4, H, carries 0.028; number 5, H, carries 0.087; number 6, C, carries -0.093

[6]
This record from OMol25 describes a 8-piece molecular cluster, C12H40O11 overall in a non-equilibrium geometry. The level of theory is ωB97M-V/def2-TZVPD.

Summary:
maximum force: 3.13 eV/Å
gap between HOMO and LUMO (alpha / beta): 9.59 / 2.59 eV
E_HOMO (alpha / beta): -11.96 / -11.96 eV

ORCA input file:
```
! wB97M-V def2-TZVPD RIJCOSX def2/J DEFGRID3
* xyz 1 2
O 1.52 2.56 1.97
H -3.13 3.58 1.91
C -0.91 -2.31 -2.64
H 1.78 1.92 1.31
C 0.23 -2.86 -3.50
H -4.27 1.87 -0.75
H 3.13 -3.18 -0.98
H 0.19 -0.46 0.36
C -2.83 3.76 0.88
C 1.80 -4.15 0.54
H 1.12 2.04 2.66
C -0.71 1.75 4.37
H 2.31 -5.11 0.61
O 0.66 -4.17 -0.32
O 0.36 -4.18 -3.19
H 1.30 3.53 3.93
H -0.24 -4.57 -3.83
H 1.37 0.37 -0.08
H -1.37 1.16 5.01
H 3.83 0.97 -0.33
H 3.70 -3.07 0.57
H -4.22 1.35 0.79
H -3.67 4.15 0.31
C 0.30 1.59 -3.34
C 2.75 -3.12 0.04
O -0.09 0.72 3.56
H -1.27 2.45 3.75
H 1.12 -2.33 -3.16
H 1.25 -3.00 2.47
H -1.01 1.09 -5.03
H 2.23 -4.39 2.63
O 0.58 0.41 0.45
H 0.41 1.37 -2.27
C 0.29 2.55 5.27
O 3.16 0.30 -0.39
O 0.97 0.52 -4.00
H 0.23 -2.56 -4.54
H -3.21 0.46 -0.40
H 2.29 -2.16 0.27
O -1.57 1.82 1.30
H 0.52 -4.59 2.20
H -0.59 0.61 2.75
H -0.83 1.36 0.89
H -2.12 4.59 0.78
C -3.54 1.44 -0.06
H 1.02 -4.30 -1.19
H -1.21 -1.47 -3.27
H -0.31 2.90 6.11
H 3.59 -0.44 -0.83
H -1.85 2.69 -0.51
C -1.22 1.58 -3.28
H -1.82 -2.91 -2.54
H -1.52 0.60 -2.90
H -1.50 2.42 -2.64
H 0.56 2.60 -3.63
H 1.86 0.87 -3.92
C -2.43 2.40 0.36
O 0.77 3.73 4.70
C 1.41 -3.99 2.03
O -0.53 -1.86 -1.34
O -1.60 1.74 -4.63
H 1.14 2.02 5.70
H -0.17 -2.68 -0.99
*
```

Atom charges from the natural (NBO) analysis, given in e for atoms 1 to 6: number 1, O, carries -0.944; number 2, H, carries 0.199; number 3, C, carries -0.104; number 4, H, carries 0.498; number 5, C, carries -0.113; number 6, H, carries 0.233

[7]
This record from OMol25 describes a 8-piece molecular cluster, C12H40O14 overall in a non-equilibrium geometry. The level of theory is ωB97M-V/def2-TZVPD.

Summary:
maximum force: 4.00 eV/Å
SMILES string: OCCO.OCCO.OCCO.OCCO.OCCO.OCCO.O.O
gap between HOMO and LUMO: 10.11 eV
E_HOMO: -9.83 eV

ORCA input file:
```
! wB97M-V def2-TZVPD RIJCOSX def2/J DEFGRID3
* xyz 0 1
H -2.39 3.28 1.23
C -1.34 -3.07 -0.30
H -2.42 1.65 0.61
C -0.46 -2.82 -1.50
H 4.66 3.32 0.87
H 2.32 0.49 3.77
O 2.25 -1.30 1.61
O -1.85 -0.10 -1.42
H -1.10 4.13 -0.62
H 0.04 -1.86 -1.44
C 2.13 0.73 -1.63
H -0.49 -0.24 -0.03
H -0.13 1.00 0.83
O 4.15 2.57 0.80
H -7.87 0.69 0.80
H 2.03 2.89 2.41
H 1.92 -0.27 -1.25
H 4.59 2.51 2.74
H 3.71 0.44 -3.12
H 4.34 0.90 2.03
O 2.37 1.46 3.76
O -0.07 0.05 0.77
H 0.13 3.58 1.40
H -4.07 3.10 0.00
H -1.58 -0.93 -1.84
H 1.52 -3.21 0.96
H -4.74 0.43 1.12
H -3.30 -0.62 -0.39
H 1.44 -0.90 1.47
H 3.92 -3.35 1.88
O -3.31 3.06 -0.52
O 1.21 0.96 -2.67
H 4.56 -2.29 0.54
H 0.14 -3.62 -1.81
H -2.40 -2.71 -0.34
C 2.27 -2.45 0.80
H -0.91 -2.37 -3.29
O 3.74 -4.05 -0.14
H -4.87 0.83 -0.68
O -1.46 -4.45 -0.17
H 3.86 -3.67 -0.99
C -2.27 2.70 0.31
C -4.98 0.09 0.09
O -7.28 0.73 0.02
C 3.70 -2.99 0.85
H -2.10 -4.50 0.56
H -0.86 -2.78 0.57
C -0.89 3.11 -0.23
C 3.95 1.94 2.03
H -0.78 2.40 -1.00
O -1.36 -2.52 -2.50
H 1.95 1.46 -0.80
H 3.76 1.88 -2.20
H -6.61 -0.94 -0.90
C 2.45 1.92 2.39
H 1.96 1.21 1.73
O -4.11 -0.97 -0.04
H 1.22 1.89 -2.88
H 2.10 -2.19 -0.22
H 4.52 0.69 -0.29
C 3.60 0.81 -2.07
O 0.12 2.92 0.75
H -1.84 0.58 -2.13
C -6.44 -0.38 -0.01
H -6.74 -1.00 0.78
O 4.37 0.17 -1.04
*
```

Atom charges from the natural (NBO) analysis, given in e for atoms 1 to 6: number 1, H, carries 0.141; number 2, C, carries -0.109; number 3, H, carries 0.173; number 4, C, carries -0.084; number 5, H, carries 0.476; number 6, H, carries 0.480